<A>
The following is a DFT calculation (ωB97M-V/def2-TZVPD) of a 2-piece molecular cluster, C3H10N2O overall.

Properties
spin multiplicity	1
charge	0
molar mass	90.13	g mol⁻¹

```
16
C3H10N2O ωB97M-V/def2-TZVPD
C 1.44 -1.91 -0.13
C 0.15 -2.46 0.06
O 0.01 -3.73 0.72
H 1.48 -0.77 -0.40
H 2.21 -2.59 0.30
H -0.70 -2.13 -0.56
H -0.96 -3.91 0.57
N 0.17 1.77 0.53
C -0.93 2.28 -0.29
N -0.53 3.55 -0.85
H -0.22 1.09 1.23
H 0.73 1.22 -0.17
H -1.85 2.33 0.24
H -1.28 1.62 -1.22
H 0.31 4.03 -0.53
H -1.24 4.28 -0.80
```



<B>
The following is a DFT calculation (ωB97M-V/def2-TZVPD) of a 2-piece molecular cluster, C3H10N2O overall.

Properties
spin multiplicity	1
charge	0
molar mass	90.13	g mol⁻¹

```
16
C3H10N2O ωB97M-V/def2-TZVPD
C -0.73 0.01 -2.64
C 0.15 0.42 -1.45
N 0.51 -1.36 1.70
C -0.13 -0.88 0.56
N 0.37 -0.77 -0.59
H -0.91 0.96 -3.16
H -1.65 -0.47 -2.32
H -0.19 -0.63 -3.34
H -0.35 1.26 -0.95
H 1.16 0.79 -1.61
H -0.30 -1.45 2.33
H 1.05 -0.80 2.35
H -1.24 -0.74 0.69
H 0.53 1.20 3.56
H 0.60 1.26 2.03
O 1.14 1.20 2.82
```



<C>
The following is a DFT calculation (ωB97M-V/def2-TZVPD) of a 2-piece molecular cluster, C3H10N2O overall.

Properties
spin multiplicity	1
charge	0
molar mass	90.13	g mol⁻¹

```
16
C3H10N2O ωB97M-V/def2-TZVPD
C 2.77 -0.42 2.11
O 1.86 -1.49 1.99
C 2.27 0.85 1.34
H 2.88 -0.02 3.11
H 3.74 -0.69 1.70
H 2.75 1.77 1.68
H 2.47 0.76 0.27
H 1.20 0.98 1.52
N -3.62 -0.83 -1.55
C -2.89 0.24 -2.09
N -1.96 0.06 -2.93
H -4.62 -0.59 -1.59
H -3.43 -1.64 -2.12
H -3.07 1.26 -1.75
H 1.17 -1.18 1.44
H -1.52 0.95 -3.13
```



The calculated energies rank the structures as follows, beginning with the most stable: <C>, <B>, <A>.



<A>
The following is a DFT calculation (ωB97M-V/def2-TZVPD) of C3H3NO2S as an isolated structure.

Properties
spin multiplicity	1
charge	0
molar mass	117.13	g mol⁻¹

```
10
C3H3NO2S ωB97M-V/def2-TZVPD
C 0.95 -0.77 -0.29
C 1.11 0.66 0.15
C -1.42 0.07 -0.05
N -0.09 -1.35 -0.39
O -2.30 -0.28 0.89
O -2.68 -0.23 -0.48
S -0.48 1.50 0.00
H 1.85 -1.22 -0.61
H 1.21 0.64 1.27
H 1.85 0.97 -0.50
```



<B>
The following is a DFT calculation (ωB97M-V/def2-TZVPD) of a 3-piece molecular cluster, C3H3NO2S overall.

Properties
spin multiplicity	1
charge	0
molar mass	117.13	g mol⁻¹

```
10
C3H3NO2S ωB97M-V/def2-TZVPD
C -1.13 0.29 2.05
C 2.99 -0.29 0.74
C -0.92 0.32 0.59
N -2.04 0.81 1.33
O 3.50 -1.28 0.52
O 2.40 0.68 0.91
S -0.78 -1.02 -0.54
H -0.80 -0.12 3.09
H -0.18 1.90 0.08
H -1.11 -0.39 -1.67
```



The calculated energies rank the structures as follows, beginning with the most stable: <B>, <A>.



<A>
The following is a DFT calculation (ωB97M-V/def2-TZVPD) of an isolated molecule of C3H3NO2S.

Properties
spin multiplicity	1
charge	0
molar mass	117.13	g mol⁻¹

```
10
C3H3NO2S ωB97M-V/def2-TZVPD
C 1.46 0.60 -0.10
C 1.10 0.22 1.27
C -0.67 -0.29 -0.03
H 1.10 1.14 1.90
H 1.79 -0.52 1.63
H 0.29 0.34 -1.86
N 0.30 0.32 -0.84
O 2.44 1.12 -0.59
O -0.19 -0.33 1.23
S -2.16 -0.80 -0.48
```



<B>
The following is a DFT calculation (ωB97M-V/def2-TZVPD) of an isolated molecule of C3H3NO2S.

Properties
spin multiplicity	1
charge	0
molar mass	117.13	g mol⁻¹

```
10
C3H3NO2S ωB97M-V/def2-TZVPD
C -4.42 -0.31 0.90
C -3.14 -0.31 1.34
C 0.24 -0.11 0.17
N -5.51 -0.06 0.64
O -0.45 -1.10 0.85
O -2.64 -1.31 2.22
S -2.01 -1.45 0.70
H 0.15 -0.15 -0.88
H -0.19 0.95 0.30
H 1.34 -0.25 0.39
```



<C>
The following is a DFT calculation (ωB97M-V/def2-TZVPD) of an isolated molecule of C3H3NO2S.

Properties
spin multiplicity	1
charge	0
molar mass	117.13	g mol⁻¹

```
10
C3H3NO2S ωB97M-V/def2-TZVPD
C -0.04 0.11 -0.04
C -0.13 -0.04 -1.37
C 0.89 -0.83 0.54
N 1.45 -1.67 -0.27
O 2.29 -2.88 0.06
O 2.12 -0.60 -2.44
S 1.00 -1.26 -1.96
H -0.70 0.82 0.50
H -0.70 0.53 -2.02
H 1.17 -0.74 1.60
```



The calculated energies rank the structures as follows, beginning with the most stable: <A>, <C>, <B>.



<A>
The following is a DFT calculation (ωB97M-V/def2-TZVPD) of an isolated molecule of C5H5NS.

Properties
spin multiplicity	1
charge	0
molar mass	111.17	g mol⁻¹

```
12
C5H5NS ωB97M-V/def2-TZVPD
C 1.42 -0.80 0.00
C 0.17 -0.31 0.02
C -0.37 1.04 -0.01
C -1.72 0.87 0.01
C -1.01 -1.16 0.00
H 2.37 1.30 -0.02
H 1.68 -1.83 0.02
H 0.14 1.99 -0.03
H -2.46 1.62 0.05
H -1.02 -2.29 -0.02
N -2.13 -0.49 -0.02
S 2.93 0.09 0.00
```



<B>
The following is a DFT calculation (ωB97M-V/def2-TZVPD) of an isolated molecule of C5H5NS.

Properties
spin multiplicity	1
charge	0
molar mass	111.17	g mol⁻¹

```
12
C5H5NS ωB97M-V/def2-TZVPD
C 1.56 2.45 0.22
C -0.23 0.90 -0.19
C 2.17 0.20 0.75
C 1.03 1.16 0.30
C -0.67 -0.47 -0.43
N 1.83 3.55 0.21
S 2.49 -1.27 0.13
H -0.86 1.63 -0.39
H 2.85 0.54 1.47
H -1.12 -0.47 -1.33
H 0.23 -1.07 -0.45
H -1.29 -0.77 0.32
```



<C>
The following is a DFT calculation (ωB97M-V/def2-TZVPD) of a 2-piece molecular cluster, C5H5NS overall.

Properties
spin multiplicity	1
charge	0
molar mass	111.17	g mol⁻¹

```
12
C5H5NS ωB97M-V/def2-TZVPD
C -0.38 0.33 -2.07
C -0.42 0.84 0.38
C 1.16 -1.54 -1.03
C -0.04 0.20 -0.74
C -0.36 0.71 1.88
N -0.45 0.32 -3.22
S 0.53 -2.87 -0.42
H -1.04 1.72 0.11
H 2.02 -1.50 -1.74
H -0.50 1.56 2.52
H -1.16 0.10 2.11
H 0.65 0.13 2.24
```



<D>
The following is a DFT calculation (ωB97M-V/def2-TZVPD) of an isolated molecule of C5H5NS.

Properties
spin multiplicity	1
charge	0
molar mass	111.17	g mol⁻¹

```
12
C5H5NS ωB97M-V/def2-TZVPD
C 0.23 1.85 -0.01
C -0.21 0.50 -0.06
C -1.29 -1.34 -0.02
C 0.04 -1.80 0.03
C 0.86 -0.59 -0.03
H 0.59 2.10 0.97
H 1.09 2.03 -0.65
H -0.56 2.58 -0.20
H -2.17 -1.99 -0.10
H 0.38 -2.84 0.00
N -1.44 0.03 0.05
S 2.49 -0.52 0.01
```



The calculated energies rank the structures as follows, beginning with the most stable: <A>, <D>, <B>, <C>.



<A>
The following is a DFT calculation (ωB97M-V/def2-TZVPD) of an isolated molecule of C5H7FO.

Properties
spin multiplicity	1
charge	0
molar mass	102.11	g mol⁻¹

```
14
C5H7FO ωB97M-V/def2-TZVPD
C 1.47 -0.61 0.34
C 0.02 -0.26 0.16
C -0.90 -1.30 0.04
C -0.48 1.12 0.23
C -1.72 1.47 -0.07
H 2.60 -0.36 -1.16
H 1.68 -1.74 -0.07
H 1.80 -0.41 1.42
H -0.41 -2.35 -0.26
H 0.24 1.93 0.43
H -1.96 2.50 -0.33
H -2.49 0.76 -0.24
O 2.43 0.31 -0.35
F -2.27 -1.05 -0.15
```



<B>
The following is a DFT calculation (ωB97M-V/def2-TZVPD) of an isolated molecule of C5H7FO.

Properties
spin multiplicity	1
charge	0
molar mass	102.11	g mol⁻¹

```
14
C5H7FO ωB97M-V/def2-TZVPD
C -0.24 0.62 1.02
C 0.36 0.50 2.45
C -0.99 0.07 2.34
C 0.02 -0.16 -0.12
C 0.19 0.42 -1.37
O 0.37 -1.52 0.04
F -1.98 0.93 2.56
H -0.68 1.70 0.83
H 1.15 -0.14 2.66
H -1.38 -0.87 2.31
H -0.59 0.66 -2.04
H 0.78 -0.28 -2.02
H 0.86 1.30 -1.23
H 0.41 -1.76 -0.87
```



<C>
The following is a DFT calculation (ωB97M-V/def2-TZVPD) of a 2-piece molecular cluster, C5H7FO overall.

Properties
spin multiplicity	1
charge	0
molar mass	102.11	g mol⁻¹

```
14
C5H7FO ωB97M-V/def2-TZVPD
C 1.95 -1.05 -0.26
C 0.74 -0.70 -0.09
C 2.28 1.76 1.43
C -1.04 0.92 0.71
C -0.67 -0.46 0.12
O 3.39 1.52 1.18
F 1.92 3.15 1.45
H 2.23 -1.94 -0.83
H 2.69 -0.26 0.09
H -0.60 0.87 1.78
H -0.64 1.77 0.16
H -2.15 0.98 0.70
H -1.18 -0.50 -0.89
H -1.08 -1.19 0.85
```



<D>
The following is a DFT calculation (ωB97M-V/def2-TZVPD) of a 2-piece molecular cluster, C5H7FO overall.

Properties
spin multiplicity	1
charge	0
molar mass	102.11	g mol⁻¹

```
14
C5H7FO ωB97M-V/def2-TZVPD
C -0.04 -0.69 -2.22
C -0.10 -0.50 -0.94
C -1.15 1.73 -0.01
C 0.68 0.02 1.42
C 0.31 -1.05 0.42
O -0.63 2.77 -0.07
F -2.29 1.47 0.72
H 0.64 -1.40 -2.59
H -0.64 0.03 -2.72
H 0.98 0.82 0.85
H -0.16 0.54 2.02
H 1.51 -0.27 2.05
H -0.37 -1.84 0.75
H 1.25 -1.62 0.32
```



The calculated energies rank the structures as follows, beginning with the most stable: <A>, <D>, <B>, <C>.



<A>
The following is a DFT calculation (ωB97M-V/def2-TZVPD) of a 2-piece molecular cluster, C3H10N3 overall.

Properties
spin multiplicity	1
charge	+1
molar mass	88.13	g mol⁻¹

```
16
C3H10N3 ωB97M-V/def2-TZVPD
N 1.51 0.30 2.06
C 0.75 -0.30 1.05
N 0.94 0.12 -0.18
N -0.07 -1.31 1.29
H 0.93 0.84 2.71
H 2.00 -0.38 2.62
H 0.21 0.03 -0.89
H 1.62 0.87 -0.30
H -0.57 -1.73 0.52
H -0.28 -1.51 2.25
C -1.18 0.34 -2.64
C -1.94 0.87 -1.69
H -0.50 0.95 -3.22
H -1.29 -0.70 -2.92
H -1.97 1.94 -1.50
H -2.62 0.26 -1.11
```



<B>
The following is a DFT calculation (ωB97M-V/def2-TZVPD) of an isolated ion of composition C3H10N3 and charge +1.

Properties
spin multiplicity	1
charge	+1
molar mass	88.13	g mol⁻¹

```
16
C3H10N3 ωB97M-V/def2-TZVPD
C -0.43 -2.29 0.14
C 0.55 -1.27 0.17
N -0.02 0.00 -0.61
C 0.06 1.28 -0.17
N -0.87 2.16 -0.78
N 0.66 1.60 0.99
H -1.04 -2.36 -0.72
H -1.29 -2.12 0.89
H 0.04 -3.20 0.59
H 0.98 -0.99 1.15
H 1.38 -1.56 -0.59
H -0.65 -0.21 -1.40
H -0.69 2.41 -1.80
H -1.02 3.05 -0.37
H 0.98 2.63 1.07
H 1.36 0.87 1.44
```



<C>
The following is a DFT calculation (ωB97M-V/def2-TZVPD) of a 2-piece molecular cluster, C3H10N3 overall.

Properties
spin multiplicity	1
charge	+1
molar mass	88.13	g mol⁻¹

```
16
C3H10N3 ωB97M-V/def2-TZVPD
C -0.72 -0.54 -1.47
C 0.51 -0.12 1.20
C 0.85 0.37 -0.26
N -1.82 -0.20 -0.99
N 2.04 -0.01 -0.76
N -0.74 0.43 1.68
H -0.70 -0.91 -2.53
H 0.34 -1.17 1.36
H 1.36 0.22 1.81
H 0.42 1.29 -0.55
H -2.64 -0.37 -1.50
H 2.42 0.55 -1.44
H 2.54 -0.99 -0.79
H -0.78 1.49 1.96
H -1.17 -0.15 2.28
H -1.92 0.09 0.01
```



<D>
The following is a DFT calculation (ωB97M-V/def2-TZVPD) of an isolated ion of composition C3H10N3 and charge +1.

Properties
spin multiplicity	1
charge	+1
molar mass	88.13	g mol⁻¹

```
16
C3H10N3 ωB97M-V/def2-TZVPD
C -1.81 0.06 0.26
C 1.21 -1.12 -0.24
C 1.29 1.14 -0.17
N -0.72 -0.12 -0.37
N -3.05 -0.02 -0.21
N 0.48 0.06 0.25
H -1.69 0.33 1.29
H 1.01 -1.25 -1.28
H 2.28 -1.11 -0.11
H 0.78 -1.96 0.18
H 1.60 0.98 -1.26
H 0.57 1.96 -0.09
H 2.18 1.27 0.44
H -3.77 -0.17 0.46
H -3.20 -0.11 -1.21
H 0.34 0.05 1.30
```



The calculated energies rank the structures as follows, beginning with the most stable: <A>, <B>, <D>, <C>.